No. 1
The following is a DFT calculation (the ωB97M-V functional and the def2-TZVPD basis) of a molecular structure, C18H32Cl10Mg2O8.

The geometry in XYZ format:
```
70
Properties=species:S:1:pos:R:3:forces:R:3
Mg 1.243 -3.215 0.940 1.09 0.16 -1.29
Mg 1.601 -1.542 -2.037 0.10 -0.34 0.78
C 1.603 -5.959 -2.447 0.20 1.55 -0.05
C 1.495 -4.627 -1.663 0.88 1.49 0.13
O 1.213 -4.593 -0.440 -0.67 -1.48 1.19
O 1.783 -3.522 -2.227 -0.29 -1.52 -0.81
H 1.577 -5.578 -3.468 -0.32 -0.69 -0.22
H 0.869 -6.725 -2.199 -0.15 0.42 -0.04
H 2.589 -6.407 -2.323 0.09 0.21 0.30
C -1.018 -0.093 0.588 -1.32 0.47 0.26
C -0.148 -1.278 0.696 -0.51 0.67 -1.36
O 0.387 -1.747 -0.322 0.80 -0.20 -2.13
O 0.021 -1.920 1.732 -0.46 -0.67 3.67
H -1.981 -0.305 1.052 -0.08 -0.33 0.24
H -1.270 0.109 -0.453 0.55 0.26 0.11
H -0.668 0.781 1.137 0.36 -0.06 -0.33
C 0.202 -0.077 -5.316 0.42 1.00 -0.79
C 0.750 -0.570 -4.031 0.13 -0.88 -0.93
O 0.013 -0.774 -3.064 -2.71 0.06 1.93
O 1.960 -0.812 -3.867 2.00 0.20 -0.98
H 0.469 0.975 -5.219 -0.16 0.31 -0.47
H -0.871 -0.118 -5.501 0.07 -0.31 0.53
H 0.728 -0.439 -6.200 0.11 -0.16 0.25
C 5.200 -1.592 0.368 0.45 0.24 -0.62
C 3.743 -1.783 0.143 -2.06 -0.61 -0.03
O 3.096 -2.593 0.883 0.50 -0.33 0.87
O 3.134 -1.226 -0.803 1.04 0.64 -0.43
H 5.560 -1.857 1.362 -0.29 0.14 -0.11
H 5.506 -0.599 0.038 -0.12 0.11 0.38
H 5.685 -2.235 -0.366 0.09 -0.32 0.04
Cl 3.429 -0.831 4.757 -0.24 -0.59 -0.07
C 2.724 0.796 4.578 0.75 0.11 1.30
C 2.006 0.982 3.295 0.01 0.13 -0.74
Cl 3.136 1.089 1.909 -0.02 -0.15 -0.06
H 3.621 1.381 4.779 -0.43 0.66 -0.58
H 2.048 0.971 5.415 -0.13 -0.22 -0.04
H 1.430 1.906 3.250 0.03 -0.08 0.29
H 1.350 0.127 3.133 -0.04 0.04 -0.12
Cl 0.985 3.206 -3.901 0.31 0.16 0.19
C 0.009 3.828 -2.566 -1.88 -0.05 0.56
C -0.457 2.704 -1.612 0.43 0.26 -1.29
Cl 0.928 2.125 -0.775 1.78 -0.52 1.35
H -0.886 4.251 -3.021 -0.03 0.00 -0.13
H 0.466 4.651 -2.016 0.50 -0.33 -0.15
H -0.738 1.814 -2.175 -0.63 0.41 -0.18
H -1.211 2.994 -0.880 0.06 0.19 -0.36
Cl -0.460 5.183 0.961 1.39 -0.02 -0.73
C -2.067 4.829 1.456 -1.20 -0.14 1.74
C -2.064 4.295 2.938 -1.19 -0.28 -0.81
Cl -1.326 2.629 3.079 0.03 1.25 -0.22
H -2.623 4.172 0.788 0.55 -0.50 0.03
H -2.603 5.770 1.339 -0.15 0.06 0.71
H -3.082 4.107 3.279 -0.16 0.07 -0.36
H -1.685 4.983 3.694 0.74 -0.16 -0.43
Cl -0.615 -2.035 5.272 0.00 0.24 -0.17
C -2.149 -1.701 4.397 -0.33 -1.01 0.88
C -2.434 -0.260 4.217 1.33 1.20 -0.75
Cl -2.445 0.626 5.766 -0.42 -0.09 -0.03
H -2.929 -2.091 5.051 0.03 -0.46 -0.26
H -2.049 -2.262 3.467 -0.31 0.29 -0.02
H -3.319 -0.030 3.623 -0.27 -0.31 0.40
H -1.614 0.192 3.659 0.02 -0.08 0.02
Cl -5.403 -1.271 -2.595 -0.06 -0.07 0.18
C -4.267 -0.274 -3.524 1.21 -0.02 0.55
C -3.078 0.247 -2.688 -0.58 -1.19 -0.85
Cl -3.495 1.656 -1.790 -0.55 1.27 0.82
H -4.857 0.534 -3.957 0.36 -0.16 -0.24
H -3.740 -0.917 -4.229 -0.72 -0.04 -0.44
H -2.268 0.451 -3.389 0.07 0.18 0.24
H -2.740 -0.508 -1.978 0.00 -0.07 -0.26
```
Forces are in eV/Å.

The value obtained for the energy relative to the best compared isomer or geometry (same formula, charge and spin) is 45.3 kcal per mole.

Mulliken population analysis, charges in e, atoms 1 to 8:
1. Mg 1.02
2. Mg 1.29
3. C -1.18
4. C 0.63
5. O -0.61
6. O -0.80
7. H 0.34
8. H 0.34

No. 2
The following is a DFT calculation (the ωB97M-V functional and the def2-TZVPD basis) of a molecular structure, C18H32ClO12Ti.

The geometry in XYZ format:
```
64
Properties=species:S:1:pos:R:3:forces:R:3
Ti 0.194 -0.653 -0.775 -0.14 0.22 -0.01
Cl 0.685 -1.041 -3.462 -0.29 -0.10 0.75
O -0.814 -0.164 1.265 1.01 -0.40 -0.18
C -1.030 0.493 2.262 -1.22 0.43 -0.55
O -0.662 0.183 3.498 0.45 0.03 0.95
C 0.026 -1.059 3.741 -0.50 0.02 -0.18
C 0.188 -1.260 5.220 0.60 -0.19 0.57
C -1.903 1.721 2.237 -0.20 0.48 -0.13
H 1.018 -1.030 3.288 -0.16 -0.09 -0.37
H -0.608 -1.831 3.303 0.41 -0.21 -0.17
H 0.784 -0.462 5.667 -0.20 0.13 -0.04
H 0.785 -2.164 5.373 -0.07 -0.05 -0.10
H -0.720 -1.400 5.804 -0.20 0.20 -0.28
H -2.602 1.808 3.070 0.21 -0.34 0.19
H -2.496 1.726 1.323 0.25 -0.07 -0.09
H -1.305 2.636 2.260 0.11 -0.09 -0.11
O -1.425 1.125 -1.339 0.20 0.35 0.41
C -2.331 1.373 -2.098 0.26 -1.59 -0.77
O -3.077 2.463 -2.082 -0.54 0.77 0.17
C -2.753 3.522 -1.177 0.73 0.92 -0.47
C -2.921 4.861 -1.885 0.08 -0.09 0.21
C -2.756 0.422 -3.195 -0.21 0.10 -0.07
H -1.694 3.464 -0.922 -0.13 -0.43 0.39
H -3.382 3.500 -0.290 -0.01 -0.38 0.04
H -3.940 5.028 -2.229 0.04 0.03 -0.06
H -2.213 4.963 -2.708 -0.17 -0.18 -0.16
H -2.644 5.643 -1.173 -0.22 0.04 0.04
H -1.923 -0.232 -3.450 0.05 0.06 0.06
H -3.119 0.957 -4.072 0.19 0.15 0.01
H -3.609 -0.178 -2.867 0.12 -0.01 0.28
O 1.725 -2.193 0.193 -0.45 0.53 0.75
C 2.705 -2.777 -0.191 0.22 0.46 -0.77
O 3.857 -2.804 0.487 -0.17 -0.55 -0.32
C 3.937 -2.178 1.761 0.75 0.37 0.39
C 3.994 -0.660 1.692 -0.65 -0.10 -0.14
C 2.799 -3.404 -1.542 -0.44 -0.54 -0.16
H 4.927 -2.488 2.102 -0.20 -0.23 0.18
H 3.192 -2.573 2.454 -0.19 0.08 -0.19
H 4.757 -0.386 0.965 0.13 0.20 0.19
H 4.220 -0.282 2.690 0.28 0.07 -0.06
H 3.059 -0.193 1.378 0.02 -0.27 -0.05
H 1.831 -3.358 -2.035 -0.03 0.36 0.06
H 3.033 -4.469 -1.480 0.50 0.16 0.09
H 3.515 -2.847 -2.144 0.14 -0.20 -0.01
C 1.504 4.238 0.774 0.85 0.75 -0.13
C 3.036 4.007 0.758 -0.59 0.66 -0.16
O 3.172 2.661 0.337 0.26 -0.33 0.54
C 1.960 2.120 0.128 -0.50 0.10 -0.37
O 1.751 0.992 -0.207 -0.09 -0.59 -0.07
O 0.980 3.044 0.237 -0.38 0.18 0.20
H 1.263 5.107 0.161 -0.29 -0.25 -0.21
H 1.136 4.451 1.777 -0.14 -0.40 0.06
H 3.433 4.219 1.749 0.37 -0.50 -0.06
H 3.539 4.628 0.020 0.02 0.07 0.06
C -2.229 -4.724 -3.244 -1.42 -0.13 0.21
C -3.042 -3.424 -3.098 0.67 -0.15 -0.91
O -2.526 -2.828 -1.922 -0.60 -0.09 0.64
C -1.512 -3.559 -1.436 0.22 0.02 -0.99
O -0.883 -3.303 -0.467 0.25 0.43 0.72
O -1.242 -4.605 -2.237 0.44 -0.25 -0.38
H -1.919 -4.846 -4.281 0.92 0.07 0.30
H -2.823 -5.607 -2.995 -0.07 0.06 -0.01
H -4.109 -3.631 -3.060 -0.04 0.31 0.32
H -2.794 -2.742 -3.913 -0.28 0.00 -0.06
```
Forces are in eV/Å.

The value obtained for the total energy is -79392.99275 eV. The spin multiplicity is 4.

Mulliken population analysis, charges in e, atoms 1 to 8:
1. Ti 0.72
2. Cl -0.67
3. O -0.40
4. C 0.62
5. O -0.33
6. C 0.42
7. C -1.49
8. C -0.77

No. 3
The following is a DFT calculation (the ωB97M-V functional and the def2-TZVPD basis) of 6 unconnected molecules or ions with the total composition C18H32F3NO14.

The geometry in XYZ format:
```
68
Properties=species:S:1:pos:R:3:forces:R:3
C -2.371 -2.101 -2.237 0.30 0.05 -0.92
C -2.647 -1.721 -0.817 -1.92 0.03 0.13
O -1.620 -0.927 -0.235 0.49 0.43 0.30
C -0.522 -1.558 0.156 -0.46 1.11 -0.15
O -0.291 -2.713 0.086 0.25 -1.19 -0.03
C 0.487 -0.562 0.769 -0.05 -0.24 -0.03
F 0.284 0.692 0.368 0.12 0.01 0.07
F 0.394 -0.605 2.102 0.03 0.07 0.03
F 1.724 -0.930 0.421 0.00 0.19 0.06
H -2.219 -1.214 -2.861 0.20 0.18 0.33
H -3.252 -2.531 -2.716 0.03 -0.38 0.35
H -1.494 -2.733 -2.374 -0.17 -0.20 0.13
H -2.963 -2.508 -0.125 0.74 -0.39 -0.28
H -3.551 -1.100 -0.818 0.40 0.37 -0.02
C -3.678 0.182 -5.993 0.45 -1.60 0.33
O -3.201 0.968 -4.900 -0.22 0.27 -0.29
C -3.979 0.882 -3.815 0.28 0.27 -0.51
O -4.689 -0.033 -3.527 -0.60 -0.70 0.21
O -3.837 1.999 -3.143 0.87 1.33 0.70
C -4.691 2.211 -2.036 -1.74 -0.41 0.15
H -4.741 0.321 -6.176 0.10 0.44 -0.20
H -3.564 -0.880 -5.743 -0.07 0.09 0.05
H -3.021 0.337 -6.842 -0.21 0.55 -0.06
H -4.678 1.389 -1.322 0.25 -0.04 -0.05
H -5.714 2.281 -2.423 0.03 -0.22 0.10
H -4.552 3.155 -1.517 0.93 0.03 -0.36
C -0.304 2.046 -2.482 0.66 0.30 -0.73
O -0.803 3.356 -2.734 -0.99 0.04 1.25
C -0.237 4.095 -3.676 -0.05 -0.75 0.25
O 0.672 3.722 -4.358 0.25 0.30 -0.43
O -0.830 5.277 -3.774 0.40 0.47 -0.90
C -1.710 5.741 -2.785 -0.54 0.55 1.32
H 0.719 2.117 -2.109 0.03 -0.07 -0.07
H -0.307 1.528 -3.441 0.03 -0.39 0.22
H -0.917 1.569 -1.726 -0.30 0.14 -0.13
H -2.735 5.372 -2.851 0.19 -0.41 -0.32
H -1.779 6.827 -2.847 0.26 -0.04 -0.40
H -1.333 5.524 -1.783 -0.02 -0.14 -0.10
C 3.150 -4.027 0.755 1.14 -0.93 -0.06
O 2.055 -4.495 1.520 -0.94 0.74 -0.24
C 2.039 -5.760 1.949 -0.16 0.50 -0.24
O 2.918 -6.555 1.818 0.34 -0.24 -0.08
O 0.886 -6.051 2.541 0.00 -0.79 0.79
C -0.166 -5.112 2.721 0.27 0.90 -1.12
H 2.957 -3.053 0.323 -0.40 0.16 0.53
H 3.388 -4.683 -0.085 -0.23 -0.25 0.16
H 4.021 -4.041 1.411 0.14 0.37 -0.19
H -0.978 -5.606 3.241 0.11 -0.15 0.04
H -0.466 -4.775 1.725 -0.37 -0.07 0.15
H 0.151 -4.204 3.236 0.14 -0.25 0.30
C 4.066 2.499 8.132 0.26 0.14 0.87
O 3.364 2.678 6.914 0.59 0.14 -0.15
C 2.571 1.680 6.547 -0.10 0.52 -0.43
O 2.471 0.611 7.065 -0.09 -0.66 0.35
O 1.903 2.111 5.477 0.15 0.39 -0.52
C 0.994 1.211 4.889 -1.14 -0.70 0.25
H 4.583 1.547 8.257 -0.49 -0.27 -0.35
H 3.347 2.657 8.936 0.22 -0.17 0.21
H 4.859 3.240 8.209 -0.31 0.32 -0.33
H 0.091 1.146 5.503 0.15 -0.14 0.18
H 1.400 0.207 4.778 0.17 0.09 0.01
H 0.633 1.576 3.931 0.59 0.34 -0.08
C 4.164 -0.426 -1.763 0.18 -0.70 0.12
C 5.525 -0.232 -1.253 -0.38 0.46 -0.26
N 6.579 -0.061 -0.836 0.09 -0.08 0.03
H 4.046 -0.174 -2.813 0.27 0.20 0.00
H 3.429 0.113 -1.174 0.10 0.08 0.09
H 3.973 -1.498 -1.671 -0.26 0.06 -0.01
```
Forces are in eV/Å.

The value obtained for the energy relative to the best compared isomer or geometry (same formula, charge and spin) is 16.5 kcal per mole.

Mulliken population analysis, charges in e, atoms 1 to 8:
1. C -1.01
2. C -0.23
3. O -0.26
4. C 0.30
5. O -0.48
6. C 0.85
7. F -0.22
8. F -0.25

No. 4
The following is a DFT calculation (the ωB97M-V functional and the def2-TZVPD basis) of a molecular structure, C18H32N10TeY.

The geometry in XYZ format:
```
62
Properties=species:S:1:pos:R:3:forces:R:3
Y -0.356 0.131 -0.174 0.17 0.54 0.53
C 0.068 -0.351 4.514 0.05 -0.04 -0.04
C 0.177 -0.271 3.029 0.12 -0.03 0.15
N -0.712 0.160 2.222 -0.16 0.00 -0.24
C -1.875 0.956 2.634 -0.01 -0.05 -0.07
C -2.200 1.934 1.485 0.27 -0.04 0.06
N -0.938 2.312 0.781 -0.22 0.12 -0.01
C -1.069 3.392 -0.228 -0.01 -0.11 0.03
C -1.652 2.888 -1.540 0.02 -0.08 -0.02
N -1.076 1.584 -1.991 0.10 0.13 -0.16
C 0.061 1.676 -2.960 -0.01 0.07 0.14
C 1.395 2.012 -2.305 -0.03 -0.05 0.11
N 1.621 1.134 -1.150 -0.05 0.05 -0.17
C 2.787 0.789 -0.748 0.13 0.04 0.05
C 4.086 1.177 -1.369 -0.01 0.00 0.06
C 2.803 -0.023 0.529 0.03 0.14 -0.11
C 3.925 -0.609 1.094 0.09 -0.01 0.07
C 3.794 -1.230 2.332 0.03 -0.02 0.01
C 2.574 -1.202 3.002 0.11 -0.03 0.11
C 1.501 -0.595 2.377 -0.13 0.04 0.04
N 1.622 -0.069 1.152 0.00 -0.03 -0.03
H -0.836 0.115 4.893 -0.01 -0.01 -0.01
H 0.937 0.094 5.001 -0.02 0.00 -0.02
H 0.039 -1.406 4.806 0.02 0.03 -0.01
H -1.649 1.520 3.538 0.04 0.01 0.04
H -2.740 0.328 2.850 -0.02 -0.02 -0.01
H -2.696 2.812 1.897 -0.13 0.06 -0.07
H -2.879 1.476 0.761 -0.01 0.00 -0.04
H -0.289 2.647 1.487 0.07 -0.05 0.02
H -0.073 3.802 -0.382 0.06 -0.01 0.01
H -1.695 4.207 0.141 -0.02 0.06 0.02
H -1.508 3.652 -2.305 -0.04 0.03 -0.05
H -2.727 2.741 -1.439 -0.03 -0.03 0.03
H -1.830 1.119 -2.490 0.01 -0.03 -0.03
H -0.147 2.413 -3.736 -0.06 0.02 -0.05
H 0.144 0.704 -3.449 -0.04 -0.05 -0.03
H 1.405 3.046 -1.956 0.02 0.01 0.03
H 2.170 1.930 -3.065 0.06 -0.01 -0.02
H 3.987 1.437 -2.418 -0.01 0.01 -0.01
H 4.822 0.380 -1.286 -0.02 0.00 0.00
H 4.490 2.051 -0.847 0.00 -0.03 0.01
H 4.888 -0.578 0.605 -0.02 0.01 0.02
H 4.654 -1.700 2.794 -0.03 0.02 -0.02
H 2.481 -1.626 3.994 0.00 0.02 -0.04
N -5.427 -1.088 -1.905 0.18 -0.05 -0.29
N -4.277 -1.359 -1.246 -0.25 -0.14 0.06
N -3.997 -2.579 -0.833 0.12 0.27 0.03
C -2.780 -2.415 -0.340 -0.03 -0.03 -0.04
N -2.362 -1.148 -0.459 -0.30 -0.17 -0.08
N -3.357 -0.474 -1.057 0.14 -0.18 0.05
H -6.108 -1.822 -1.762 -0.10 0.00 0.07
H -5.738 -0.137 -1.772 -0.11 0.03 0.11
H -2.212 -3.217 0.106 -0.03 0.04 -0.02
C 1.423 -3.692 0.072 0.05 -0.01 0.02
Te 1.338 -2.244 -1.488 0.13 -0.37 -0.15
C 0.508 -3.582 -2.918 -0.09 0.06 0.03
H 0.437 -4.115 0.240 0.00 -0.01 0.02
H 1.798 -3.220 0.978 -0.01 -0.01 -0.03
H 2.114 -4.468 -0.246 -0.01 0.00 0.02
H 1.329 -4.191 -3.284 -0.02 -0.04 -0.03
H 0.069 -3.013 -3.733 0.02 0.00 -0.01
H -0.245 -4.194 -2.431 -0.02 -0.02 -0.03
```
Forces are in eV/Å.

The value obtained for the energy relative to the best compared isomer or geometry (same formula, charge and spin) is 5.7 kcal per mole. The charge is +3.

Mulliken population analysis, charges in e, atoms 1 to 8:
1. Y 0.81
2. C -1.89
3. C 0.41
4. N 0.20
5. C -0.91
6. C -0.46
7. N -0.15
8. C -0.74